Record 1
{
  "formula": "C20H30Cl2N2O2S",
  "method": "ωB97M-V with the def2-TZVPD basis set",
  "elements": ["C", "C", "Cl", "C", "Cl", "N", "C", "C", "C", "C", "C", "C", "N", "C", "S", "O", "O", "C", "C", "C", "C", "H", "H", "H", "H", "H", "H", "H", "H", "H", "H", "H", "H", "H", "H", "H", "H", "C", "C", "C", "C", "C", "C", "H", "H", "H", "H", "H", "H", "H", "H", "H", "H", "H", "H", "H", "H"],
  "positions_angstrom": [[3.9883, -2.7776, 2.6845], [4.4605, -2.6044, 1.2157], [6.2167, -2.9271, 1.1649], [4.1836, -1.1754, 0.6134], [5.4066, -0.0085, 1.1098], [2.8032, -0.7466, 0.9750], [2.5102, 0.2524, 1.7945], [1.2227, 0.5891, 2.1267], [0.1907, -0.1541, 1.5935], [-1.2468, 0.0895, 1.9040], [-2.2036, 0.3969, 0.9434], [-3.4968, 0.5742, 1.3286], [-3.8872, 0.4454, 2.6000], [-5.2996, 0.6125, 2.9737], [-6.2431, -0.9541, 2.8250], [-7.3876, -0.8157, 3.6518], [-6.5297, -1.1320, 1.4378], [-2.9701, 0.1616, 3.5405], [-1.6582, -0.0262, 3.2327], [0.4926, -1.1989, 0.7059], [1.7938, -1.4548, 0.4355], [3.3850, -1.9482, 3.0699], [3.4155, -3.7080, 2.7391], [4.8407, -2.8799, 3.3580], [3.9190, -3.3250, 0.5977], [4.2024, -1.2564, -0.4776], [3.3083, 0.8431, 2.2347], [1.0240, 1.4141, 2.8023], [-1.8867, 0.4964, -0.0916], [-4.2417, 0.8078, 0.5716], [-5.3850, 0.9402, 4.0141], [-5.7987, 1.3654, 2.3579], [-5.4547, -1.9917, 3.2471], [-3.2922, 0.0827, 4.5750], [-0.9823, -0.2821, 4.0417], [-0.3120, -1.7779, 0.2661], [2.0447, -2.2624, -0.2467], [2.4063, -0.1242, -3.3087], [1.6755, 1.0270, -2.6238], [0.1602, 0.8362, -2.5670], [-0.5485, 0.7611, -3.9204], [-0.3407, 1.9751, -4.8242], [-0.8844, 3.2719, -4.2322], [2.1114, -0.2271, -4.3521], [3.4843, 0.0445, -3.2888], [2.2039, -1.0742, -2.8011], [1.9206, 1.9663, -3.1227], [2.0523, 1.1191, -1.5960], [-0.2746, 1.6512, -1.9749], [-0.0569, -0.0896, -2.0119], [-1.6212, 0.6296, -3.7437], [-0.2224, -0.1363, -4.4531], [-0.8452, 1.7860, -5.7737], [0.7196, 2.0968, -5.0618], [-1.9534, 3.1862, -4.0240], [-0.7455, 4.0958, -4.9316], [-0.3736, 3.5402, -3.3046]],
  "forces_ev_per_angstrom": [[0.06, -0.17, -0.16], [-0.01, 0.57, 1.02], [-0.54, -0.30, -0.56], [1.00, -0.68, 0.00], [-0.63, 0.11, -0.07], [-0.44, -0.06, -0.29], [0.83, 1.07, 0.84], [-0.75, -0.11, 0.17], [-0.62, -0.37, -0.77], [0.32, 0.04, 0.72], [1.35, -0.23, -0.16], [-0.91, 0.14, -1.13], [-0.01, 0.32, 0.19], [0.21, -0.25, 0.83], [-2.42, 0.13, -1.26], [0.50, 0.13, 1.18], [1.33, -0.17, -0.51], [-0.40, -0.12, 0.90], [0.41, -0.03, -0.17], [-0.75, 0.69, 0.59], [0.43, -0.96, -0.87], [-0.01, -0.17, -0.15], [-0.01, 0.23, 0.19], [-0.10, 0.06, -0.16], [0.42, 0.05, -0.14], [0.03, 0.23, 0.16], [0.20, -0.36, -0.33], [0.20, -0.05, -0.09], [-0.35, 0.08, 0.05], [-0.16, -0.03, 0.37], [0.24, -0.11, -0.13], [0.01, -0.40, -0.18], [0.30, 0.53, 0.14], [-0.25, 0.06, -0.23], [0.03, 0.08, -0.18], [0.29, -0.08, -0.07], [0.23, 0.20, 0.10], [0.10, 0.16, 0.11], [-0.02, -0.21, 0.06], [-0.10, 0.08, 0.15], [0.06, -0.10, -0.10], [-0.11, 0.09, 0.08], [0.10, -0.04, -0.06], [0.00, -0.06, 0.02], [0.00, -0.04, -0.05], [-0.05, -0.04, -0.08], [-0.03, 0.01, 0.04], [0.01, 0.10, 0.00], [0.01, 0.03, -0.03], [0.02, -0.05, -0.03], [0.00, 0.01, -0.01], [0.00, -0.01, 0.04], [0.05, -0.04, 0.00], [-0.01, -0.04, -0.01], [0.01, 0.01, 0.02], [-0.03, 0.03, 0.05], [-0.02, 0.03, 0.00]],
  "mulliken_charge": [-1.089, 0.318, -0.100, -0.452, -0.063, 0.497, -0.443, -0.637, 0.865, 0.386, -0.549, -0.257, 0.028, -0.861, 0.955, -0.513, -0.531, -0.371, -0.751, -0.478, -0.779, 0.195, 0.296, 0.451, 0.313, 0.388, 0.540, 0.628, 0.502, 0.472, 0.418, 0.426, 0.186, 0.450, 0.518, 0.600, 0.438, -1.217, -0.452, 0.072, -1.024, -0.489, -1.159, 0.400, 0.369, 0.176, 0.454, 0.128, 0.351, 0.057, 0.377, 0.365, 0.413, 0.244, 0.281, 0.394, 0.267],
  "charge": 2,
  "homo_energy_ev": -15.419,
  "energy_ev": -64164.951,
  "largest_force_ev_per_a": 2.73,
  "orbital_gap_ev": 7.33,
  "multiplicity": 1,
  "e_lumo_ev": -8.086
}

Record 2
{
  "formula": "C19H24As2CsN2",
  "method": "ωB97M-V with the def2-TZVPD basis set",
  "elements": ["Cs", "N", "C", "C", "C", "C", "C", "C", "C", "C", "N", "C", "H", "H", "H", "H", "H", "H", "H", "H", "C", "As", "C", "C", "C", "C", "C", "C", "C", "As", "C", "C", "H", "H", "H", "H", "H", "H", "H", "H", "H", "H", "H", "H", "H", "H", "H", "H"],
  "positions_angstrom": [[1.0422, 0.6320, -0.6206], [3.9756, 1.3069, 0.5903], [4.2299, 2.5771, 0.0393], [5.3644, 2.8598, -0.6745], [5.5715, 4.1404, -1.2283], [4.6559, 5.1370, -1.0522], [3.4702, 4.8784, -0.3260], [2.4776, 5.8574, -0.0978], [1.3531, 5.5310, 0.5997], [1.2034, 4.2082, 1.0617], [2.0969, 3.2647, 0.8750], [3.2387, 3.5902, 0.2013], [4.8058, 0.7344, 0.6536], [3.5290, 1.3756, 1.4965], [6.1198, 2.0925, -0.7959], [6.4802, 4.3332, -1.7822], [4.8230, 6.1263, -1.4576], [2.6271, 6.8594, -0.4808], [0.5791, 6.2593, 0.7964], [0.3069, 3.9292, 1.6072], [-3.9523, -0.7458, -1.7285], [-2.6697, -0.6474, -0.2558], [-3.7335, 0.4413, 0.9707], [-2.9594, -2.4234, 0.5151], [-4.2235, -2.7688, 0.9830], [-4.4660, -4.0108, 1.5487], [-3.4327, -4.9271, 1.6480], [-2.1715, -4.6016, 1.1704], [-1.9187, -3.3582, 0.5961], [-0.1280, -2.9227, -0.0662], [0.7689, -4.6464, 0.1220], [-0.4826, -3.0622, -1.9970], [-4.9283, -1.0735, -1.3736], [-3.5953, -1.4474, -2.4810], [-4.0469, 0.2397, -2.1836], [-4.7629, 0.0940, 1.0344], [-3.7363, 1.4678, 0.6045], [-3.2871, 0.4237, 1.9636], [-5.0366, -2.0568, 0.9084], [-5.4556, -4.2556, 1.9109], [-3.6028, -5.8987, 2.0928], [-1.3808, -5.3347, 1.2524], [0.2013, -5.4472, -0.3497], [0.9331, -4.8824, 1.1720], [1.7413, -4.5650, -0.3625], [-1.0492, -3.9667, -2.2162], [0.4702, -3.1152, -2.5257], [-1.0457, -2.2019, -2.3581]],
  "forces_ev_per_angstrom": [[-0.01, -0.02, 0.02], [-0.05, -0.07, 0.00], [0.01, 0.00, -0.01], [-0.03, -0.02, 0.02], [-0.03, 0.02, 0.01], [0.04, 0.01, -0.02], [0.03, -0.07, -0.03], [0.02, 0.04, -0.02], [-0.05, 0.01, 0.02], [0.08, -0.03, 0.00], [-0.06, 0.04, 0.01], [-0.05, -0.04, 0.04], [0.02, 0.03, 0.00], [0.00, 0.03, -0.01], [0.02, 0.02, -0.02], [0.01, -0.02, 0.00], [0.00, 0.00, 0.00], [-0.01, 0.00, 0.00], [0.00, 0.00, 0.01], [0.01, -0.01, 0.00], [0.00, 0.02, -0.03], [0.06, 0.01, -0.01], [-0.01, 0.02, 0.00], [0.07, -0.02, 0.00], [0.01, 0.04, -0.02], [-0.02, 0.03, -0.01], [0.03, -0.01, 0.00], [0.01, -0.01, 0.00], [-0.02, 0.02, 0.00], [0.00, 0.08, -0.05], [-0.01, -0.01, 0.02], [-0.01, -0.12, 0.00], [0.01, 0.00, 0.02], [0.00, 0.00, 0.01], [-0.01, -0.01, 0.00], [0.00, 0.00, 0.00], [0.00, 0.00, 0.00], [0.01, -0.01, 0.00], [-0.02, -0.03, 0.02], [0.00, -0.01, 0.00], [-0.01, 0.00, 0.00], [-0.01, -0.01, 0.01], [0.01, 0.00, -0.01], [-0.01, 0.02, 0.00], [-0.01, 0.00, -0.01], [-0.01, 0.01, 0.03], [0.00, 0.04, -0.01], [0.02, 0.03, 0.02]],
  "mulliken_charge": [0.990, -0.483, 0.638, -0.840, -0.666, -0.957, 0.933, -0.560, -0.566, -0.352, -0.495, 0.462, 0.233, 0.305, 0.318, 0.391, 0.391, 0.420, 0.386, 0.431, -1.123, 0.307, -1.173, 0.116, -0.254, -0.846, -0.717, -0.099, 0.227, 0.220, -1.344, -0.981, 0.344, 0.321, 0.411, 0.364, 0.387, 0.360, 0.197, 0.384, 0.380, 0.334, 0.396, 0.397, 0.385, 0.355, 0.403, 0.272],
  "charge": 1,
  "homo_energy_ev": -10.890,
  "energy_ev": -145293.418,
  "largest_force_ev_per_a": 0.12,
  "orbital_gap_ev": 8.26,
  "relative_energy_kj_mol": 0.0,
  "multiplicity": 1,
  "e_lumo_ev": -2.627
}

Record 3
{
  "formula": "C34H34Br12N6",
  "method": "ωB97M-V with the def2-TZVPD basis set",
  "elements": ["N", "C", "C", "C", "C", "C", "H", "H", "H", "H", "H", "N", "C", "C", "C", "C", "C", "H", "H", "H", "H", "H", "N", "C", "C", "C", "C", "C", "H", "H", "H", "H", "H", "N", "C", "C", "C", "C", "C", "H", "H", "H", "H", "H", "N", "C", "C", "C", "C", "C", "H", "H", "H", "H", "H", "N", "C", "C", "C", "C", "C", "H", "H", "H", "H", "H", "C", "Br", "Br", "Br", "H", "C", "Br", "Br", "Br", "H", "C", "Br", "Br", "Br", "H", "C", "Br", "Br", "Br", "H"],
  "positions_angstrom": [[5.8848, -0.8370, -2.3109], [6.6578, -1.4406, -3.1577], [7.1658, -0.8519, -4.3333], [6.9716, 0.4693, -4.5986], [6.2453, 1.1260, -3.6329], [5.6783, 0.4538, -2.5913], [6.9658, -2.4660, -2.9168], [7.8443, -1.4353, -4.9428], [7.3447, 0.9397, -5.5102], [6.0800, 2.1999, -3.7646], [5.0051, 1.0262, -1.9997], [3.1792, -4.3548, -0.7925], [3.0075, -5.2900, 0.1254], [4.1364, -5.8503, 0.6961], [5.3652, -5.2948, 0.4151], [5.4623, -4.2155, -0.5061], [4.3514, -3.8224, -1.1507], [2.0075, -5.6645, 0.3174], [3.9039, -6.6986, 1.3613], [6.2815, -5.6524, 0.8639], [6.4727, -3.8993, -0.8796], [4.3658, -3.0804, -1.9084], [-3.3360, 2.9260, -3.5573], [-3.3295, 1.6192, -3.5997], [-4.3235, 0.8957, -2.9960], [-5.3161, 1.4532, -2.1833], [-5.2747, 2.8184, -2.2144], [-4.3159, 3.5607, -2.9269], [-2.5219, 1.0936, -4.1049], [-4.2296, -0.2347, -3.1027], [-6.1214, 0.9649, -1.6403], [-6.0890, 3.2949, -1.6732], [-4.2498, 4.6771, -2.7369], [-0.5511, 4.9378, 3.0313], [-1.8927, 4.9782, 3.0606], [-2.7295, 4.1195, 3.7853], [-2.0180, 3.1195, 4.4386], [-0.6279, 3.0836, 4.4572], [0.0800, 4.0153, 3.7510], [-2.4375, 5.7460, 2.5511], [-3.8211, 4.2765, 3.7033], [-2.5901, 2.3447, 4.9544], [-0.0671, 2.3588, 5.0556], [1.1518, 3.9387, 3.7281], [-3.6906, 0.4912, 0.5489], [-4.2731, 1.4817, 1.2378], [-3.9864, 2.7914, 0.9640], [-2.9771, 3.1093, 0.1059], [-2.3144, 2.0498, -0.5160], [-2.7155, 0.7524, -0.3131], [-5.1013, 1.2530, 1.8622], [-4.5130, 3.6574, 1.3473], [-2.6877, 4.1245, -0.0715], [-1.5939, 2.3030, -1.2283], [-2.1137, -0.0127, -0.7455], [0.1730, -2.1423, 2.9562], [1.4534, -2.3198, 2.6855], [2.0916, -2.1287, 1.4576], [1.3072, -1.9949, 0.3401], [-0.0855, -1.9353, 0.6040], [-0.5761, -1.9053, 1.8587], [2.1039, -2.5795, 3.4919], [3.1751, -2.1480, 1.2462], [1.7681, -2.0503, -0.5980], [-0.7798, -1.9610, -0.2766], [-1.6567, -1.6810, 1.9679], [1.0346, 5.4626, 0.1208], [-0.1277, 5.5359, -1.4608], [2.4971, 6.8086, -0.0385], [1.7093, 3.7230, 0.3542], [0.4133, 5.6939, 0.9578], [1.1417, -3.4092, -3.1526], [1.0165, -4.9925, -4.0823], [-0.5937, -2.6893, -2.7828], [2.4946, -2.2880, -3.7896], [1.6162, -3.6539, -2.1715], [-2.3494, -2.0163, 4.9472], [-2.8383, -3.8265, 4.6427], [-1.5161, -1.8209, 6.6650], [-3.6688, -0.6266, 4.5609], [-1.5194, -1.8438, 4.2422], [-5.5483, -2.0012, 0.3045], [-7.0904, -1.7730, 1.4593], [-6.0206, -2.2458, -1.5193], [-4.4307, -3.4746, 0.9236], [-4.9936, -1.0665, 0.3300]],
  "forces_ev_per_angstrom": [[-0.82, 0.84, 0.65], [1.40, -1.02, -1.28], [0.95, -1.35, 0.28], [0.02, -0.15, -0.14], [-0.25, 1.80, -0.99], [-0.20, 0.12, 0.20], [-0.28, 0.24, -0.19], [-0.25, -0.18, -0.15], [-0.02, -0.04, 0.43], [-0.19, -0.37, 0.28], [-0.42, 0.06, 0.89], [-2.03, 0.97, -0.98], [1.32, 0.46, -1.18], [-0.75, -0.72, 1.15], [0.43, 0.78, -0.50], [2.77, -1.66, 0.40], [-1.32, -0.71, 0.96], [0.01, 0.17, -0.01], [0.92, 0.43, -0.16], [-0.07, -0.20, 0.06], [-1.07, -0.02, 0.81], [-0.10, 0.50, -0.55], [0.74, 2.19, -0.42], [-0.63, -0.41, 0.01], [-0.36, -3.88, 0.72], [0.92, 0.27, -1.58], [-1.18, 1.47, 0.42], [0.06, -0.14, 1.47], [-0.07, 0.27, -0.09], [-0.30, 1.50, 0.26], [0.45, -0.37, -0.23], [0.34, 0.53, -0.02], [-0.11, -1.42, -0.82], [-0.52, 0.72, -0.60], [-0.19, -0.26, 0.81], [1.51, 0.18, -0.71], [-1.27, -0.75, 0.77], [-0.20, -0.64, 0.77], [-0.77, -0.01, -0.39], [0.44, 0.70, -0.71], [0.84, -0.52, 0.40], [0.34, 0.13, 0.05], [-0.48, 0.03, -0.29], [0.34, 0.42, -0.16], [-0.16, -0.94, 0.86], [0.08, -0.23, -1.71], [-0.24, 1.50, 0.51], [0.89, -1.35, -0.63], [-0.70, 1.22, 0.30], [0.01, 1.34, 1.22], [-0.46, -0.54, 0.63], [-0.35, -0.44, 0.58], [0.07, 0.38, -0.21], [1.33, 0.07, -0.91], [-0.24, -0.93, -0.41], [-0.23, 0.05, -0.95], [1.29, 0.51, 0.36], [0.37, -0.16, -0.82], [-1.91, -0.24, 2.14], [0.50, -0.01, -3.52], [-1.19, 0.15, 1.22], [0.11, -0.09, 0.80], [-0.54, -0.25, 0.95], [0.17, 0.25, -1.40], [0.64, 0.36, 1.22], [0.66, -0.37, 0.28], [0.36, 0.84, -1.20], [0.29, 0.04, 0.41], [-0.87, -0.72, 0.17], [0.28, -0.55, 0.13], [-0.13, 0.29, 0.59], [0.64, -0.17, 2.73], [-0.15, -1.54, -1.08], [-0.13, 0.45, -0.42], [0.47, 1.36, -0.99], [-0.92, -0.15, -0.56], [1.17, 0.61, -0.76], [-0.56, -0.14, -0.05], [-0.20, 0.18, 0.25], [0.14, -0.67, 0.19], [-0.51, 0.00, 0.40], [0.03, -0.20, 0.42], [0.18, -0.04, -0.19], [-0.29, -0.15, -0.46], [-0.17, 0.55, -0.08], [0.30, -0.26, 0.35]],
  "mulliken_charge": [-0.261, 0.176, -0.682, -0.246, -0.397, -0.296, 0.187, 0.362, 0.400, 0.315, 0.448, -0.088, -0.332, -0.635, -0.347, -0.456, 0.368, 0.480, 0.343, 0.407, 0.200, -0.031, -0.527, -0.317, -0.068, -0.058, -0.367, -0.404, 0.428, 0.174, 0.467, 0.342, 0.335, -0.477, -0.183, -0.410, -0.002, -0.572, -0.361, 0.442, 0.382, 0.384, 0.392, 0.417, -0.503, -1.004, -0.518, -0.104, -0.618, -0.639, 0.601, 0.649, 0.399, 0.795, 0.624, -0.405, -0.758, -0.635, 0.091, 0.050, 0.279, 0.427, 0.446, 0.688, -0.436, 0.139, -0.013, -0.065, -0.063, -0.009, 0.128, 0.971, -0.036, 0.044, -0.056, -0.798, 0.707, -0.028, -0.075, -0.015, -0.497, 1.904, -0.073, -0.077, -0.045, -1.406],
  "charge": 0,
  "homo_energy_ev": -9.379,
  "energy_ev": -885255.914,
  "largest_force_ev_per_a": 3.96,
  "orbital_gap_ev": 9.42,
  "multiplicity": 1,
  "e_lumo_ev": 0.043
}